# 1
Molecular formula: C29H59AlN3O13S
Method: DFT, wB97M-V/def2-TZVPD

Net charge: -1
Kohn-Sham gap, eV: 5.3577
HOMO, eV: -3.9
LUMO level, eV: 1.51

Positions of all 106 atoms, in Å:
N (1.1505, 3.0756, -1.9191)
C (0.8300, 4.4332, -2.5078)
Al (-1.1696, 4.8951, -2.5888)
C (-2.2339, 3.8127, -3.9917)
C (-2.8504, 2.4613, -3.2980)
S (-4.6824, 2.3245, -3.8209)
C (-5.5688, 3.3010, -2.4480)
N (-5.9685, 2.8377, -1.0642)
N (-6.5310, 4.0196, -0.5320)
C (-6.4814, 5.1687, -1.5355)
O (-5.8555, 4.7004, -2.8009)
H (1.9701, 3.1918, -1.2641)
H (0.3847, 2.7011, -1.3165)
H (1.3703, 4.5626, -3.5515)
H (1.3271, 5.2391, -1.7822)
H (-1.2480, 6.4449, -3.0321)
H (-1.9132, 4.8182, -1.1855)
H (-3.0838, 4.5532, -4.3839)
H (-1.5820, 3.4760, -4.9058)
H (-2.8389, 2.6548, -2.1214)
H (-2.2459, 1.4786, -3.4928)
H (-6.8562, 6.2752, -1.4654)
O (2.7536, 1.1905, -0.0184)
C (3.4730, 0.3070, -0.4714)
O (4.5285, 0.6173, -1.2561)
C (5.5343, -0.3199, -1.6809)
C (5.0891, -1.0635, -2.9242)
C (3.1442, -1.1382, -0.2358)
H (5.8165, -0.9913, -0.8647)
H (6.4264, 0.2700, -1.9171)
H (4.1894, -1.6561, -2.7398)
H (5.8788, -1.7347, -3.2756)
H (4.8437, -0.3581, -3.7249)
H (2.3922, -1.4576, -0.9614)
H (2.7366, -1.2405, 0.7748)
H (4.0065, -1.8019, -0.2847)
O (-2.5702, 1.4963, -0.5966)
C (-3.0206, 1.1230, 0.4811)
O (-2.2297, 0.4819, 1.3696)
C (-2.6060, 0.1716, 2.7233)
C (-3.3810, -1.1293, 2.7839)
C (-4.4778, 1.2926, 0.7971)
H (-3.1433, 1.0060, 3.1835)
H (-1.6727, 0.0586, 3.2853)
H (-4.3164, -1.0686, 2.2217)
H (-3.6172, -1.3897, 3.8203)
H (-2.7984, -1.9432, 2.3400)
H (-5.0407, 0.4734, 0.3430)
H (-4.8165, 2.2423, 0.3715)
H (-4.6967, 1.3415, 1.8630)
O (3.6097, 5.9127, -2.9475)
C (4.7028, 5.3742, -2.8103)
O (5.8083, 5.9149, -3.3684)
C (7.1529, 5.4699, -3.1143)
C (7.5160, 4.3063, -4.0148)
C (4.8196, 4.0599, -2.0954)
H (7.2995, 5.2458, -2.0537)
H (7.8075, 6.3176, -3.3436)
H (6.8763, 3.4391, -3.8319)
H (8.5569, 4.0070, -3.8574)
H (7.3832, 4.5801, -5.0666)
H (4.5725, 3.2519, -2.7882)
H (4.1073, 4.0529, -1.2644)
H (5.8004, 3.8802, -1.6571)
O (-4.7464, -3.2919, 1.4962)
C (-4.0270, -4.1755, 1.0432)
O (-2.9715, -3.8652, 0.2585)
C (-1.9657, -4.8024, -0.1663)
C (-2.4109, -5.5459, -1.4096)
C (-4.3558, -5.6207, 1.2788)
H (-1.6835, -5.4738, 0.6499)
H (-1.0736, -4.2124, -0.4025)
H (-3.3106, -6.1385, -1.2252)
H (-1.6212, -6.2171, -1.7610)
H (-2.6563, -4.8406, -2.2103)
H (-5.1078, -5.9400, 0.5532)
H (-4.7634, -5.7230, 2.2894)
H (-3.4935, -6.2844, 1.2298)
O (-0.5290, -8.0696, -1.8034)
C (0.5768, -7.8965, -1.3027)
O (0.7395, -7.0220, -0.2855)
C (1.9447, -6.8837, 0.4884)
C (2.9237, -5.9527, -0.1983)
C (1.7845, -8.5858, -1.8670)
H (2.3797, -7.8610, 0.7173)
H (1.6477, -6.4463, 1.4476)
H (3.2374, -6.3421, -1.1702)
H (3.8152, -5.8068, 0.4194)
H (2.4598, -4.9783, -0.3835)
H (2.1495, -8.0214, -2.7285)
H (1.4910, -9.5891, -2.1913)
H (2.5921, -8.7222, -1.1489)
O (-1.1870, -0.2602, 5.6012)
C (-1.3905, 0.6678, 6.3765)
O (-2.6066, 0.8352, 6.9412)
C (-2.8959, 1.7700, 7.9962)
C (-3.1942, 3.1450, 7.4330)
C (-0.3198, 1.6847, 6.6443)
H (-2.0951, 1.7827, 8.7413)
H (-3.7873, 1.3920, 8.5083)
H (-2.3349, 3.5572, 6.8978)
H (-3.4676, 3.8388, 8.2339)
H (-4.0187, 3.0937, 6.7143)
H (-0.3234, 2.4283, 5.8437)
H (0.6479, 1.1737, 6.6578)
H (-0.4142, 2.1831, 7.6083)

---

# 2
Molecular formula: C3H9AlCuIS2
Method: DFT, wB97M-V/def2-TZVPD

Net charge: +1
Expectation value of S²: 0.754
Kohn-Sham gap (spin up / spin down), eV: 7.5402 / 3.6940
HOMO (spin up / spin down), eV: -12.0 / -12.0
2S+1: 2
LUMO level (spin up / spin down), eV: -4.51 / -8.29

Positions of all 17 atoms, in Å:
S (0.8729, 0.6543, -3.2690)
C (-0.3878, 0.3904, -1.9096)
C (-0.1515, 1.3619, -0.5750)
C (-0.9741, 0.5867, 0.6569)
Al (0.3689, -0.6714, 1.5661)
S (1.0678, -2.4305, 0.2794)
I (2.4894, 0.6296, 2.3206)
H (2.1739, 0.3236, -2.8563)
H (-0.4723, -0.7264, -1.5339)
H (-1.4660, 0.6778, -2.3271)
H (0.9809, 1.5304, -0.3319)
H (-0.7300, 2.3882, -0.7186)
H (-1.4827, 1.3481, 1.3882)
H (-1.8289, -0.0293, 0.1078)
H (-0.3557, -1.2839, 2.8369)
H (0.0023, -3.3382, 0.0847)
Cu (-0.1071, -1.4112, 4.2809)

---

# 3
Molecular formula: C11H15N3O
Method: DFT, wB97M-V/def2-TZVPD

Net charge: 0
Kohn-Sham gap (spin up / spin down), eV: 6.6351 / 6.6287
HOMO (spin up / spin down), eV: -7.1 / -7.1
SMILES: CC/C(OC)=C1/C=CC=C/C1=N/N=N/C
Relative energy (zero: lowest compared OMol25 entry of this formula, charge and spin), kcal per mole: 118.3
LUMO level (spin up / spin down), eV: -0.51 / -0.51

Positions of all 30 atoms, in Å:
C (-3.6549, -0.0995, 0.2782)
C (-3.5788, -1.4449, -0.1794)
C (-2.5416, 0.6565, 0.3734)
C (-2.3737, -2.0078, -0.4233)
C (-1.2369, 0.1621, 0.0095)
C (-1.1578, -1.2784, -0.2290)
C (-0.1995, 1.0465, -0.1166)
C (1.5012, 1.8101, -1.7872)
C (3.1476, -2.7310, 0.8313)
C (0.3997, 2.8882, 1.2390)
C (1.1412, 0.7605, -0.7312)
N (-0.0510, -1.9571, -0.2604)
N (1.0114, -2.1277, 0.3213)
N (2.1577, -2.3065, -0.1260)
O (-0.4440, 2.3615, 0.2359)
H (-4.6193, 0.3131, 0.5337)
H (-4.4879, -2.0134, -0.3023)
H (-2.5975, 1.6911, 0.6735)
H (-2.2848, -3.0428, -0.7191)
H (2.4999, 1.6191, -2.1731)
H (1.4732, 2.8173, -1.3819)
H (0.7957, 1.7608, -2.6128)
H (4.1014, -2.7562, 0.3088)
H (3.2182, -2.0419, 1.6775)
H (2.9258, -3.7275, 1.2213)
H (0.0109, 3.8803, 1.4633)
H (1.4400, 2.9738, 0.9129)
H (0.3592, 2.2719, 2.1440)
H (1.9193, 0.7341, 0.0385)
H (1.1251, -0.2124, -1.2197)

---

# 4
Molecular formula: C4H5NO
Method: DFT, wB97M-V/def2-TZVPD

Net charge: 0
Kohn-Sham gap, eV: 9.4704
HOMO, eV: -9.7
Relative energy (zero: lowest compared OMol25 entry of this formula, charge and spin), kcal per mole: 123.8
LUMO level, eV: -0.28

Positions of all 11 atoms, in Å:
C (0.9432, -1.1283, -0.4910)
C (-0.4784, -0.7275, -0.2025)
C (-0.1102, 1.7161, 1.4187)
O (-0.8394, 1.8221, 0.3097)
C (-0.9076, 0.6077, -0.3096)
N (-1.3389, 0.0296, -1.3207)
H (0.9826, -2.0721, -1.0403)
H (1.4611, -0.3576, -1.0716)
H (1.4835, -1.2516, 0.4551)
H (-1.0535, -1.3904, 0.4433)
H (-0.1424, 2.7520, 1.8088)

---

Number 1: E -79543.531 eV. Number 2: E -84255.694 eV. Number 3: E -18163.732 eV. Number 4: E -7761.159 eV.